Computed, not measured: a cluster of 3 separate species, C5H11NO in total, with ωB97M-V with the def2-TZVPD basis set.

Geometry as XYZ:
```
18
Properties=species:S:1:pos:R:3:forces:R:3:nbo_charge:R:1
C 2.60770 0.77049 -0.41448 0.6 -1.0 -2.3 -0.626
C 1.52686 -0.14053 -1.02016 0.6 0.0 -1.5 -0.208
N 0.15080 0.30745 -1.05315 0.1 2.7 1.0 -0.649
C -2.05504 -0.57908 -0.41473 1.3 1.1 0.4 -0.405
C -0.75920 -0.36186 -0.13944 0.2 -1.2 -3.1 -0.075
C -0.48219 0.75162 1.77544 8.4 -2.7 2.5 0.544
O 0.64568 0.27257 1.98527 -8.1 3.7 -0.9 -0.579
H 2.32627 1.05210 0.55371 0.1 0.4 1.4 0.218
H 3.57410 0.20747 -0.49130 -0.7 0.5 0.6 0.216
H 2.77158 1.64109 -1.05887 -0.2 0.1 0.2 0.199
H 1.77019 -0.35129 -2.08904 0.2 0.1 0.6 0.184
H 1.55209 -1.09906 -0.56284 0.1 -0.9 0.6 0.190
H 0.22336 1.37837 -1.19639 -1.2 -2.3 0.7 0.382
H -4.66391 -0.80666 2.25256 0.9 0.2 0.2 -0.001
H -2.47662 -1.45737 0.02991 -0.9 0.2 0.3 0.214
H -2.50617 0.18432 -1.02828 -0.8 -0.5 -0.3 0.202
H -0.28390 -1.10544 0.47514 0.3 -0.2 -0.1 0.195
H -3.92161 -0.66421 2.39666 -0.9 -0.2 -0.2 0.000
```
Forces are in eV/Å.

Summary:
- Orbital gap: 8.5363 eV
- Energy above the lowest of the compared OMol25 structures with the same formula, charge and spin: 5.0199 eV



Computed, not measured: the molecule C5H11NO, with ωB97M-V with the def2-TZVPD basis set.

Geometry as XYZ:
```
18
Properties=species:S:1:pos:R:3:forces:R:3:nbo_charge:R:1
C -1.98198 0.40948 -0.90582 -0.3 -0.4 0.5 -0.683
C -1.50113 -0.53227 0.36294 -0.3 0.2 -0.5 -0.219
N -0.11928 -0.48773 0.84679 -0.1 0.0 -0.2 -0.412
C 0.40091 0.83591 1.17491 0.0 0.2 0.1 -0.266
C 0.72435 0.17987 -0.11148 0.2 0.1 -0.2 -0.127
C 2.05442 -0.38689 -0.51326 0.0 0.1 -0.2 -0.064
O 2.88857 -0.71616 0.57083 0.0 -0.3 0.2 -0.712
H -2.76444 1.08087 -0.56172 -0.3 -0.2 0.0 0.217
H -2.38469 -0.25950 -1.67116 -0.3 0.0 0.3 0.220
H -1.36174 1.09073 -1.53648 0.2 -0.6 1.1 0.220
H -2.13768 -0.38655 1.25393 0.0 0.3 -0.6 0.199
H -1.65660 -1.57860 0.06915 -0.1 0.3 -0.2 0.199
H -0.29501 1.67438 1.16685 0.1 -0.1 0.0 0.191
H 1.13382 0.84622 1.97984 -0.1 0.0 -0.2 0.216
H 0.09848 0.51609 -0.92496 1.0 0.2 -0.2 0.206
H 1.88753 -1.25436 -1.17490 0.1 0.1 0.1 0.161
H 2.57969 0.37334 -1.09841 0.1 -0.1 0.0 0.182
H 2.43477 -1.40482 1.07297 0.0 0.1 0.0 0.471
```
Forces are in eV/Å.

Summary:
- Orbital gap: 10.2083 eV
- SMILES: CCN1C[C@H]1CO
- Energy above the lowest of the compared OMol25 structures with the same formula, charge and spin: 2.9602 eV



Computed, not measured: a cluster of 3 separate species, C5H11NO in total, with ωB97M-V with the def2-TZVPD basis set.

Geometry as XYZ:
```
18
Properties=species:S:1:pos:R:3:forces:R:3:nbo_charge:R:1
C 1.57584 -1.36628 0.98034 -0.1 0.0 0.0 -0.386
C 0.41477 -2.00422 0.92226 0.1 0.0 0.0 -0.399
C -0.91765 0.41559 -0.92324 0.1 0.1 -0.1 0.216
C -2.26796 0.67527 -0.35534 -0.1 0.1 0.1 -0.680
N -0.00807 1.30449 -0.93996 -0.2 -0.2 -0.1 -0.514
C 1.23057 0.93539 -1.48956 0.1 -0.2 -0.3 0.535
O 1.39020 0.35152 -2.53427 -0.1 0.2 0.4 -0.545
H 2.37611 -1.56288 0.27564 -0.1 -0.1 0.0 0.200
H 0.66487 1.73406 2.04107 0.0 0.0 0.0 -0.022
H 1.77569 -0.60921 1.73032 -0.1 -0.1 0.0 0.198
H 0.20784 -2.75736 0.16942 0.1 0.0 0.0 0.196
H -0.38647 -1.80018 1.62464 0.1 0.0 0.0 0.193
H -0.72267 -0.58985 -1.31351 0.0 0.1 0.0 0.174
H -2.51712 -0.09925 0.37838 0.0 0.1 -0.1 0.230
H -2.30722 1.65721 0.12138 0.0 -0.1 -0.1 0.235
H -3.02822 0.62817 -1.14381 0.1 0.0 0.1 0.239
H 0.44260 1.80044 1.33074 0.0 0.0 0.2 0.013
H 2.07689 1.28710 -0.87449 -0.1 -0.1 -0.1 0.119
```
Forces are in eV/Å.

Summary:
- Orbital gap: 10.4724 eV
- SMILES: C/C=N/C=O.[H][H].C=C
- Energy above the lowest of the compared OMol25 structures with the same formula, charge and spin: 3.1680 eV



Computed, not measured: a cluster of 2 separate species, C5H11NO in total, with ωB97M-V with the def2-TZVPD basis set.

Geometry as XYZ:
```
18
Properties=species:S:1:pos:R:3:forces:R:3:nbo_charge:R:1
N -1.52951 -0.06827 0.66598 -0.6 -0.3 1.5 -0.757
C -0.26364 -0.56972 0.62286 0.4 0.5 -0.6 0.189
C 1.08407 -0.07544 1.37007 -3.6 0.8 0.3 -0.043
C 0.79753 0.49168 0.13331 3.1 -0.3 -0.7 -0.285
C 1.91829 0.36148 -0.91168 -0.3 0.0 1.2 -0.615
C -0.12455 -1.94318 0.09885 0.6 -0.6 0.8 -0.651
H -1.77596 0.34964 -0.28383 -0.3 0.9 -0.3 0.464
H -1.65033 0.61731 1.40226 -0.1 0.2 -0.3 0.364
H 0.95018 -0.22912 2.42912 1.1 -0.8 0.0 0.286
H 0.21912 1.42239 0.06356 -1.0 -0.2 -0.4 0.374
H 2.73099 0.98200 -0.52393 0.0 0.2 -0.5 0.223
H 2.27143 -0.65783 -0.78642 0.1 -0.1 -0.6 0.207
H -0.94765 -2.56723 0.43441 -0.1 0.0 -0.1 0.241
H -0.01236 -1.97731 -0.98688 0.1 0.0 0.0 0.251
H 0.80020 -2.34182 0.56818 0.0 -0.1 -0.4 0.217
H -1.92427 2.18380 -1.57862 -0.1 0.0 0.2 0.446
H 1.60042 0.59785 -1.91956 0.1 0.1 0.0 0.246
O -1.43651 1.39888 -1.31717 0.6 -0.3 -0.1 -1.154
```
Forces are in eV/Å.

Summary:
- Orbital gap: 5.3157 eV
- Energy above the lowest of the compared OMol25 structures with the same formula, charge and spin: 8.5305 eV



Computed, not measured: a cluster of 2 separate species, C5H11NO in total, with ωB97M-V with the def2-TZVPD basis set.

Geometry as XYZ:
```
18
Properties=species:S:1:pos:R:3:forces:R:3:nbo_charge:R:1
C -2.02073 0.14295 -1.08645 -0.4 0.1 -0.2 -0.706
C -0.62861 -0.30589 -0.87835 -0.2 -0.4 0.1 0.164
C 1.95663 1.15716 0.14598 0.1 0.1 0.0 -0.711
N -0.17115 -0.75438 0.20450 -0.1 0.2 -0.2 -0.410
C -0.96477 -0.78842 1.41152 -0.1 -0.1 0.2 -0.451
C 1.97922 -0.32414 -0.14247 1.1 0.1 -0.3 0.451
O 2.28806 -0.76178 -1.23832 -0.5 0.0 0.6 -0.616
H -2.37072 0.83848 -0.32138 0.1 0.1 -0.1 0.227
H -2.05494 0.59355 -2.06880 -0.5 0.2 -0.1 0.228
H -2.68252 -0.72436 -1.04087 -0.1 0.0 -0.2 0.236
H 0.03327 -0.29269 -1.75691 0.1 0.0 0.4 0.202
H 3.01467 1.26792 0.41716 -0.2 0.6 0.2 0.235
H 1.74314 1.83398 -0.69106 0.0 -0.5 0.0 0.221
H 1.31214 1.42372 0.98735 0.2 -0.1 0.1 0.209
H -0.80221 0.12867 1.99481 0.0 -0.2 -0.1 0.208
H -2.04600 -0.89829 1.25979 0.1 0.0 -0.1 0.188
H -0.61523 -1.63151 2.00817 -0.1 0.1 0.1 0.212
H 2.02974 -0.90497 0.79532 0.3 -0.2 -0.3 0.113
```
Forces are in eV/Å.

Summary:
- Orbital gap: 9.7571 eV
- SMILES: C/C=N\C.CC=O
- Energy above the lowest of the compared OMol25 structures with the same formula, charge and spin: 2.3250 eV



Computed, not measured: a cluster of 2 separate species, C5H11NO in total, with ωB97M-V with the def2-TZVPD basis set.

Geometry as XYZ:
```
18
Properties=species:S:1:pos:R:3:forces:R:3:nbo_charge:R:1
C 0.08272 2.07818 -1.38538 -0.1 0.3 -0.2 -0.643
N -0.29087 -0.65818 -0.41275 0.0 0.6 -0.1 -0.843
C 0.83117 0.08497 -0.03489 -0.7 -0.9 -0.1 0.122
C 1.05216 1.29150 -0.56399 0.1 0.4 0.0 -0.252
C 1.39376 -1.45518 1.86006 -0.3 0.2 -0.5 -0.408
C 1.73207 -0.57842 0.92410 1.0 0.2 -0.9 -0.193
H 0.60104 2.61198 -2.18441 0.0 0.0 -0.1 0.212
H -0.37353 2.85379 -0.76199 0.0 0.0 0.0 0.212
H -0.74556 1.53877 -1.84332 0.2 -0.3 0.1 0.208
H -1.15330 -0.17611 -0.51853 -0.4 0.1 -0.1 0.397
H -0.41799 -1.63557 -0.24760 0.4 0.0 0.4 0.384
H 1.96003 1.84895 -0.36264 0.1 -0.3 0.5 0.198
H 0.33511 -1.62939 2.01816 0.1 -0.3 0.2 0.192
H 2.13487 -2.01175 2.41257 -0.1 0.1 0.2 0.205
H 2.77200 -0.35717 0.68715 0.1 -0.1 0.5 0.202
H -3.11256 -1.83036 0.61436 0.5 0.1 0.2 0.471
H -3.82238 -0.97325 -0.33438 0.1 0.4 -0.2 0.470
O -2.97874 -1.00279 0.13347 -0.9 -0.6 0.0 -0.936
```
Forces are in eV/Å.

Summary:
- Orbital gap: 7.9331 eV
- SMILES: C=C/C(N)=C/C.O
- Energy above the lowest of the compared OMol25 structures with the same formula, charge and spin: 2.0474 eV



Computed, not measured: a cluster of 2 separate species, C5H11NO in total, with ωB97M-V with the def2-TZVPD basis set.

Geometry as XYZ:
```
18
Properties=species:S:1:pos:R:3:forces:R:3:nbo_charge:R:1
C -1.82807 -1.64367 0.21802 -0.7 0.1 -0.4 -0.411
N -0.67097 -1.21142 -0.51559 -1.0 0.1 0.1 -0.605
C -0.27341 0.10905 -0.52143 0.5 0.0 -0.4 0.161
C -0.75408 1.05389 0.29971 0.0 -0.5 0.2 -0.537
C 1.22125 1.56656 -1.90902 0.0 0.3 0.0 -0.354
C 0.77662 0.38002 -1.52578 0.9 -0.2 0.7 -0.215
H -1.66289 -1.81421 1.27418 0.2 -0.1 0.4 0.181
H -2.63432 -0.90292 0.15420 0.2 0.1 -0.1 0.200
H -2.25693 -2.53600 -0.24407 0.3 -0.1 0.2 0.203
H -0.13846 -1.92501 -0.97043 0.2 0.3 -0.3 0.390
H -1.56072 0.78686 0.95841 0.0 0.2 0.4 0.192
H -0.18366 1.94348 0.51414 -0.3 0.2 -0.4 0.212
H 0.75434 2.48656 -1.58319 -0.1 0.0 0.0 0.196
H 2.10978 1.67621 -2.51733 -0.1 -0.1 -0.1 0.198
H 1.35215 -0.49032 -1.83476 -0.2 -0.1 -0.2 0.189
H 1.25756 -0.80970 3.25529 0.1 0.1 -0.3 0.463
H 1.21338 0.66030 3.55133 0.1 0.1 -0.2 0.465
O 1.45906 0.04619 2.84890 -0.2 -0.3 0.5 -0.927
```
Forces are in eV/Å.

Summary:
- Orbital gap: 8.3995 eV
- SMILES: C=CC(=C)NC.O
- Energy above the lowest of the compared OMol25 structures with the same formula, charge and spin: 2.3998 eV



Computed, not measured: a cluster of 2 separate species, C5H11NO in total, with ωB97M-V with the def2-TZVPD basis set.

Geometry as XYZ:
```
18
Properties=species:S:1:pos:R:3:forces:R:3:nbo_charge:R:1
C -1.54900 -0.83050 -2.21703 -0.1 0.0 -0.1 -0.415
N -0.59635 -1.10866 -1.16331 0.1 -0.1 0.1 -0.579
C -0.15577 -0.17215 -0.29800 0.0 0.0 -0.1 0.628
O -0.70349 0.97719 -0.32812 0.0 -0.2 0.0 -0.620
C 0.93612 -0.37789 0.59240 -0.1 -0.1 -0.1 -0.469
C 0.78980 1.92609 0.48884 0.2 0.3 0.1 -0.293
C 0.67734 -0.37475 2.08276 -0.1 0.1 0.1 -0.623
H -2.57429 -1.08784 -1.92670 0.2 0.1 0.0 0.194
H -1.28431 -1.39229 -3.11824 0.0 0.1 0.1 0.196
H -1.51411 0.23982 -2.43059 0.0 -0.2 0.0 0.231
H -0.31461 -2.06190 -1.00426 0.0 0.1 0.0 0.397
H 1.65825 -1.14277 0.28236 -0.1 0.2 0.0 0.194
H 0.03056 2.69821 0.61455 0.1 -0.2 0.0 0.182
H 1.38800 2.05739 -0.40480 -0.1 0.0 0.1 0.197
H 1.37536 1.80624 1.39664 0.0 0.0 -0.1 0.175
H 1.50706 0.10354 2.62931 -0.1 -0.1 -0.1 0.196
H -0.22746 0.19354 2.32746 0.1 -0.1 0.0 0.213
H 0.56423 -1.38440 2.50268 0.0 0.1 -0.1 0.198
```
Forces are in eV/Å.

Summary:
- Orbital gap (alpha / beta): 7.7438 / 7.7418 eV
- Energy above the lowest of the compared OMol25 structures with the same formula, charge and spin: 4.6359 eV



Which value of energy above the lowest of the compared OMol25 structures with the same formula, charge and spin does entry 5 give? 2.3250 eV